*a*
{"formula": "C3H5NO", "method": "ωB97M-V with the def2-TZVPD basis set", "species": ["O", "C", "C", "C", "N", "H", "H", "H", "H", "H"], "xyz": [[-1.6695, 0.0481, 1.2659], [-1.1046, -0.2377, 0.2936], [-0.3431, -0.4151, -0.8319], [1.1812, -0.2605, -0.5708], [0.6148, -1.5544, -0.6770], [-0.1024, 2.3299, 1.0200], [-0.8122, -0.2080, -1.7886], [0.5392, 2.3397, 0.6428], [1.4386, 0.0203, 0.4665], [0.4618, -2.0752, 0.2027]], "homo_energy_ev": [-7.54, -7.54]}

---

*b*
{"formula": "C3H5NO", "method": "ωB97M-V with the def2-TZVPD basis set", "species": ["N", "C", "C", "C", "O", "H", "H", "H", "H", "H"], "xyz": [[-1.4712, -0.7600, -0.8015], [-0.3653, -0.3591, -0.1126], [-0.0577, 0.8741, 0.3181], [1.2780, 0.2860, 0.6121], [0.7797, -1.0360, 0.1350], [-1.4747, -1.5851, -1.3838], [-0.6454, 1.6300, 0.8091], [-1.7185, 0.1328, -1.1756], [1.5747, 0.2534, 1.6524], [2.1003, 0.5638, -0.0532]], "homo_energy_ev": -7.92}

---

*c*
{"formula": "C3H5NO", "method": "ωB97M-V with the def2-TZVPD basis set", "species": ["C", "N", "C", "C", "O", "H", "H", "H", "H", "H"], "xyz": [[-1.1574, -0.6241, -0.5997], [-0.9721, -0.7617, 0.6445], [0.2046, 0.0597, 0.9576], [0.7746, 0.4511, -0.4222], [-0.2877, 0.1139, -1.3346], [-1.9943, -1.0525, -1.1445], [0.9062, -0.4987, 1.5870], [-0.1232, 0.9331, 1.5364], [0.9838, 1.5160, -0.5448], [1.6654, -0.1369, -0.6797]], "homo_energy_ev": -9.62, "smiles": "C1=NCCO1"}

---

*d*
{"formula": "C3H5NO", "method": "ωB97M-V with the def2-TZVPD basis set", "species": ["H", "N", "C", "O", "C", "C", "H", "H", "H", "H"], "xyz": [[2.9791, -0.6744, 0.4632], [2.0782, -0.8509, -0.0943], [1.2744, 0.0353, 0.0022], [0.7296, 1.1552, 0.3118], [-0.2052, 0.3596, -0.5670], [-1.4126, -0.1809, 0.2099], [-0.1958, 0.7748, -1.6432], [-2.2661, 0.6016, 0.2379], [-1.1803, -0.1431, 1.1691], [-1.8012, -1.0772, -0.0897]], "homo_energy_ev": -9.16, "smiles": "[H]/N=C1\\O[C@@H]1C"}

---

Energies relative to the most stable structure, in kcal/mol: *a* 120.9; *b* 39.1; *c* 0.0; *d* 57.5.

---

*a*
{"formula": "C3H4NO3", "method": "ωB97M-V with the def2-TZVPD basis set", "species": ["O", "C", "O", "N", "C", "C", "O", "H", "H", "H", "H"], "xyz": [[-2.8376, -0.0442, 0.6373], [-1.6660, 0.4362, 0.5629], [-1.1324, 1.2008, 1.4319], [-1.0042, 0.2134, -0.7017], [0.6951, 0.3800, -0.3372], [1.4997, -0.7048, 0.0827], [1.6244, -0.1223, -1.1909], [-1.3026, -0.4873, -1.2893], [0.6962, 1.3177, 0.0420], [2.4567, -0.5348, 0.6678], [0.9705, -1.6549, 0.0943]], "homo_energy_ev": -3.80, "smiles": "O=C([O-])N[C@H]1CO1", "charge": -1}

---

*b*
{"formula": "C3H4NO3", "method": "ωB97M-V with the def2-TZVPD basis set", "species": ["C", "C", "C", "N", "O", "O", "O", "H", "H", "H", "H"], "xyz": [[0.3138, 1.4911, -0.6155], [-3.0948, -0.1273, -0.2308], [-1.8404, 0.3005, -0.4922], [-0.8240, 0.9469, -0.3458], [1.9269, -1.8984, -0.5295], [-3.5111, -1.2586, 0.0742], [1.3742, 0.8689, -0.6504], [0.4020, 2.6270, -0.5742], [-3.8526, 0.7693, -0.4750], [1.1125, -2.4637, -0.7974], [1.6065, -0.9752, -0.5004]], "homo_energy_ev": -2.68, "charge": -1}

---

*c*
{"formula": "C3H4NO3", "method": "ωB97M-V with the def2-TZVPD basis set", "species": ["O", "C", "C", "C", "O", "N", "O", "H", "H", "H", "H"], "xyz": [[-1.5518, 2.1245, 2.0931], [-1.0564, 1.2275, 1.4921], [-0.4868, 0.2239, 0.8740], [-0.9060, -0.5209, -0.3756], [0.1432, -1.1610, -0.9101], [1.1184, -0.1811, -1.4067], [2.4121, -0.6897, -1.2293], [0.6132, 0.4022, 0.9739], [-1.7595, -1.1661, -0.1618], [-1.1427, 0.3223, -1.0202], [2.6163, -0.5816, -0.3295]], "homo_energy_ev": -1.32, "smiles": "O=C=CCO[N-]O", "charge": -1}

---

Energies relative to the most stable structure, in kcal/mol: *a* 0.0; *b* 7.1; *c* 96.7.

---

*a*
{"formula": "C6H9NO3", "method": "ωB97M-V with the def2-TZVPD basis set", "species": ["H", "N", "C", "O", "C", "C", "C", "O", "C", "O", "C", "H", "H", "H", "H", "H", "H", "H", "H"], "xyz": [[-1.5225, -1.7909, 2.9245], [-0.9762, -1.9621, 1.9076], [-0.7369, -0.7643, 1.6335], [-1.2975, 0.0078, 2.8511], [0.2313, -0.1242, 0.6951], [-0.4315, 0.8974, -0.2595], [0.4583, 0.8955, -1.5172], [-0.2290, 1.1935, -2.7106], [1.0359, -0.5014, -1.5622], [0.0808, -1.5293, -1.3146], [0.9091, -1.1099, -0.2399], [-0.8326, 0.8547, 2.8683], [1.0160, 0.3714, 1.2912], [-0.5225, 1.8972, 0.1809], [-1.4342, 0.5572, -0.5489], [1.3058, 1.5905, -1.3812], [-0.5029, 2.1149, -2.7052], [1.8368, -0.7494, -2.2616], [1.6116, -1.8487, 0.1487]], "homo_energy_ev": -10.26, "smiles": "[H]/N=C(\\O)[C@@H]1C[C@H](O)[C@@H]2O[C@@H]21"}

---

*b*
{"formula": "C6H9NO3", "method": "ωB97M-V with the def2-TZVPD basis set", "species": ["C", "C", "N", "C", "O", "C", "O", "C", "C", "H", "H", "H", "H", "H", "H", "H", "O", "H", "H"], "xyz": [[0.6368, -1.9612, 2.4901], [0.8338, -0.7297, 1.6215], [0.7110, -1.0696, 0.2319], [0.2279, -0.6556, -0.7777], [-0.4019, 1.0934, -0.8414], [-0.7492, 1.2871, -2.0897], [-1.4399, 2.2077, -2.4963], [-0.5005, 0.0390, -2.8925], [-0.0051, -0.9783, -2.1717], [0.7726, -1.6840, 3.5429], [-0.3738, -2.3692, 2.3634], [1.3678, -2.7387, 2.2352], [0.1086, 0.0567, 1.8727], [1.8395, -0.3059, 1.7539], [-0.9351, -0.0755, -3.8846], [0.4613, -1.8792, -2.5700], [-0.7799, 3.2516, 0.9239], [-0.7076, 2.5113, 0.2936], [-1.0661, 4.0000, 0.3947]], "homo_energy_ev": -10.16}

---

*c*
{"formula": "C6H9NO3", "method": "ωB97M-V with the def2-TZVPD basis set", "species": ["O", "C", "C", "C", "O", "O", "H", "H", "C", "C", "C", "N", "H", "H", "H", "H", "H", "H", "H"], "xyz": [[4.1397, -1.7727, -0.2074], [3.1697, -1.1578, -0.0849], [2.0949, -0.4450, -0.0609], [2.2754, 1.0631, 0.2310], [1.3290, 1.7928, 0.3940], [3.5346, 1.5009, 0.2064], [1.1902, -0.8462, -0.2578], [3.4792, 2.4341, 0.6150], [-1.9598, 1.1409, -0.5242], [-1.9538, -0.3957, -0.4048], [-2.1993, -1.0032, 0.8974], [-1.4501, -1.0422, -1.4180], [-2.5903, 1.5292, 0.2638], [-1.9800, 1.3032, -1.5939], [-0.9831, 1.5884, -0.4357], [-3.0452, -1.7716, 0.6741], [-2.4127, -0.2781, 1.6402], [-1.3455, -1.6434, 1.3229], [-1.2931, -1.9968, -1.2573]], "homo_energy_ev": -9.74, "smiles": "O=C=CC(=O)O.CC(C)=N"}

---

*d*
{"formula": "C6H9NO3", "method": "ωB97M-V with the def2-TZVPD basis set", "species": ["N", "C", "C", "C", "C", "C", "O", "C", "O", "H", "H", "H", "H", "H", "H", "H", "O", "H", "H"], "xyz": [[1.3220, 1.7559, -0.5453], [1.2155, 0.7867, 0.3402], [0.7529, -0.6025, -0.0316], [-0.6756, -0.7272, -0.5206], [-1.6710, -0.3048, 0.5336], [-2.3404, 0.9975, 0.5142], [-3.0221, -0.1868, 0.1161], [1.7599, -1.5967, -0.4333], [1.1904, -1.6080, 0.8625], [-0.8259, -0.1407, -1.4382], [-0.8532, -1.7814, -0.7742], [-1.5453, -0.7968, 1.5044], [-2.6839, 1.4409, 1.4527], [-2.1193, 1.7013, -0.2935], [1.4553, -2.4136, -1.0929], [2.8108, -1.3003, -0.4875], [2.2273, 0.9472, 1.1307], [0.5322, 1.8091, -1.1798], [2.4702, 2.0201, 0.3427]], "homo_energy_ev": -9.96}

---

Energies relative to the most stable structure, in kcal/mol: *a* 22.9; *b* 0.0; *c* 5.6; *d* 69.7.

---

*a*
{"formula": "C6H9NO3", "method": "ωB97M-V with the def2-TZVPD basis set", "species": ["O", "N", "O", "C", "C", "C", "C", "C", "C", "O", "H", "H", "H", "H", "H", "H", "H", "H", "H"], "xyz": [[-2.7953, 0.1175, 1.7364], [-1.6400, -0.1610, 1.9461], [-1.2542, -0.8085, 2.8633], [-0.6599, 0.4504, 1.0728], [0.4352, -0.5558, 0.7488], [1.5800, 0.1379, -0.1645], [1.0043, 0.8514, -1.2837], [-0.0285, -0.0654, -1.9190], [-0.5609, -1.0698, -1.1983], [-0.1442, -1.5506, 0.0051], [-1.1750, 0.5386, 0.1236], [-0.3248, 1.4530, 1.5687], [0.7871, -1.0859, 1.6969], [2.3554, -0.6772, -0.5030], [2.1079, 0.7997, 0.5352], [0.4364, 1.7738, -0.9952], [1.7922, 1.3253, -1.9558], [-0.5550, 0.2659, -2.7994], [-1.3609, -1.7396, -1.4779]], "homo_energy_ev": -9.25, "smiles": "O=[N+]([O-])C[C@@H]1CCC=CO1"}

---

*b*
{"formula": "C6H9NO3", "method": "ωB97M-V with the def2-TZVPD basis set", "species": ["O", "C", "N", "C", "C", "C", "C", "C", "O", "O", "H", "H", "H", "H", "H", "H", "H", "H", "H"], "xyz": [[-0.5526, 2.8914, 0.6856], [0.0957, 2.0082, 1.2206], [0.7477, 1.0488, 0.4590], [1.3880, -0.0891, 0.8565], [0.7563, -1.2867, -0.0145], [-0.7554, -1.3575, 0.0511], [-1.4657, -0.6668, -0.7883], [-2.1590, 0.0678, -1.6377], [-2.7856, -0.3822, -2.7777], [-2.4293, 1.4507, -1.6563], [0.2764, 1.7989, 2.2869], [0.9160, 1.2099, -0.5439], [1.1012, -0.2205, 1.9835], [2.4894, -0.1907, 0.8248], [1.1769, -2.2571, 0.1536], [1.0552, -0.9811, -1.0210], [-1.3049, -2.0250, 0.7114], [-3.0042, 0.3773, -3.3011], [-2.2342, 1.9181, -0.8901]], "homo_energy_ev": -8.44, "smiles": "O=CNCCC=C=C(O)O"}

---

*c*
{"formula": "C6H9NO3", "method": "ωB97M-V with the def2-TZVPD basis set", "species": ["N", "C", "C", "C", "O", "C", "C", "C", "O", "H", "H", "H", "H", "H", "H", "H", "O", "H", "H"], "xyz": [[-3.5289, -1.7765, -0.1310], [-2.6613, -1.2073, -0.6484], [-1.4881, -0.3916, -0.9927], [-0.2229, -1.2141, -1.1302], [0.4305, -1.6923, 0.0319], [1.1059, -0.7152, -0.7590], [1.3773, 0.6276, -0.1253], [2.5935, 0.6185, 0.7628], [3.3364, 1.5631, 0.8957], [-1.3889, 0.4020, -0.2385], [-1.6958, 0.1087, -1.9513], [-0.2747, -1.9551, -1.9346], [1.9444, -1.1271, -1.3318], [0.5321, 0.9281, 0.5155], [1.5053, 1.3996, -0.8970], [2.7699, -0.3162, 1.3421], [-1.2155, 1.4215, 1.9324], [-0.9789, 2.1440, 2.5202], [-2.1402, 1.1821, 2.1393]], "homo_energy_ev": -10.04, "smiles": "N#CC[C@@H]1O[C@@H]1CC=O.O"}

---

Energies relative to the most stable structure, in kcal/mol: *a* 58.6; *b* 15.4; *c* 0.0.